This record from OMol25 describes one molecule with the formula C5H10O2. The level of theory is ωB97M-V/def2-TZVPD.

Structure (ORCA input):
```
! RIJCOSX wB97M-V def2-TZVPD def2/J DEFGRID3
* xyz 0 1
O -1.0643 1.4763 -1.8842
O 0.5868 -0.3624 0.5556
C -0.5051 -0.3247 1.4648
C -1.6267 -1.2681 1.0573
C -0.4166 0.5641 -1.4324
C 2.0197 0.6392 -1.0337
C 0.6543 0.7058 -0.3606
H -1.2197 -2.2664 0.8645
H -0.0996 -0.6297 2.4353
H -0.8807 0.7038 1.5693
H 2.1268 -0.3084 -1.5727
H 0.5144 1.6740 0.1439
H 2.8082 0.6908 -0.2778
H 2.1428 1.4643 -1.7419
H -0.5315 -0.4806 -1.7998
H -2.1420 -0.9283 0.1515
H -2.3668 -1.3498 1.8608
*
```

- energy (eV) = -9441.349
- gap between HOMO and LUMO (eV) = 10.634
- structure (SMILES) = CCO[C@@H](C)C=O

Here are the natural (NBO) charges for atoms 1 to 5, given in e: atom 1 (O): -0.512, atom 2 (O): -0.532, atom 3 (C): -0.066, atom 4 (C): -0.636, atom 5 (C): 0.419

This record from OMol25 describes C7H11F3O3S2 as an isolated structure. The level of theory is ωB97M-V/def2-TZVPD.

Structure (ORCA input):
```
! RIJCOSX wB97M-V def2-TZVPD def2/J DEFGRID3
* xyz 0 1
S 1.9582 0.2902 0.8715
S 3.2952 -1.5672 -0.6341
F 3.5803 2.0268 0.0151
F 1.5573 2.5729 -0.4689
F 1.5854 0.1320 2.6504
O 2.3204 -1.3075 -1.6264
O 3.1289 -2.6779 0.2661
O 4.5507 -0.8747 -0.6033
C -1.8849 1.1850 -0.6929
C -0.5471 -1.1372 0.7109
C -2.6251 -0.1247 -0.4002
C 2.3766 1.5460 -0.1489
C 0.1035 0.1705 0.2151
C -1.8102 -1.4120 -0.1882
C -0.8291 1.2825 0.4963
H -3.1864 0.0400 0.5608
H -2.3825 -2.1620 0.1404
H -0.5108 2.3228 0.4569
H -0.8115 -1.0589 1.8487
H -3.3280 -0.1409 -1.1453
H 0.2347 0.0638 -0.9157
H -2.6050 1.9679 -0.5779
H -1.4819 -1.7389 -1.1003
H -1.5220 1.1742 1.3531
H -1.2666 1.3560 -1.6128
H 0.1000 -1.9284 0.5298
*
```

- energy (eV) = -43398.174
- gap between HOMO and LUMO (eV) = 9.065

Here are the natural (NBO) charges for atoms 1 to 5, given in e: atom 1 (S): 0.769, atom 2 (S): 2.432, atom 3 (F): -0.291, atom 4 (F): -0.319, atom 5 (F): -0.611

This record from OMol25 describes one molecule with the formula C7H10BFO3. The level of theory is ωB97M-V/def2-TZVPD.

Structure (ORCA input):
```
! RIJCOSX wB97M-V def2-TZVPD def2/J DEFGRID3
* xyz 0 1
F 1.5339 -1.6851 -0.8475
O -0.5164 -1.8680 0.0441
O 0.7577 0.4636 2.5872
O 1.3947 2.3341 1.2524
C -1.2857 0.1525 -2.3618
C -0.1032 -0.6503 -1.9875
C -0.4263 0.8109 0.3989
C 0.2191 -1.3082 -0.8435
C 0.2265 -2.2059 1.2417
C -0.7403 1.6696 -0.6221
C -1.5138 1.3051 -1.7721
B 0.6288 1.2373 1.5327
H -1.8688 -0.0572 -3.2231
H -1.1518 -0.0255 0.5330
H -2.2633 1.8110 -2.2936
H -0.3659 2.6711 -0.6289
H 1.6137 0.3798 3.0327
H -0.4094 -2.4868 1.9652
H 2.0471 2.5814 1.8524
H 0.9781 -2.9972 1.1547
H 0.5382 -0.8180 -2.8042
H 0.7072 -1.3140 1.7893
*
```

- energy (eV) = -16956.289
- gap between HOMO and LUMO (eV) = 8.282
- structure (SMILES) = CO\C(F)=C/C=C\C=C\B(O)O

Here are the natural (NBO) charges for atoms 1 to 5, given in e: atom 1 (F): -0.356, atom 2 (O): -0.483, atom 3 (O): -0.899, atom 4 (O): -0.880, atom 5 (C): -0.171

This record from OMol25 describes C48H41BF15Ge3MnN2O3S as an isolated structure. The level of theory is ωB97M-V/def2-TZVPD.

Structure (ORCA input):
```
! RIJCOSX wB97M-V def2-TZVPD def2/J DEFGRID3
* xyz -1 6
Ge -1.8235 -1.5115 23.5057
Ge 2.1986 2.6675 28.6756
Ge -2.6042 0.4923 22.4519
Mn 0.4216 4.1969 24.9460
S -1.3023 2.4311 25.2283
F 1.6033 1.9518 31.9542
F -1.6644 0.0080 31.2003
F 6.8007 2.2220 26.0320
F 4.2106 3.0121 26.3128
F 3.3698 -0.6668 29.0669
F 4.3473 5.1698 33.8944
F 4.2720 1.4182 30.7208
F 3.5672 5.3284 29.3588
F -0.5006 2.0896 30.0847
F 1.9039 -2.7928 30.0003
F 2.7916 2.9344 34.0643
F 7.9245 0.5166 27.9904
F -0.5784 -2.4250 31.1483
F 6.5034 0.1113 30.2700
F 4.9456 6.1710 31.5540
O 2.5730 4.3494 22.5087
O 0.2884 5.5001 26.5197
O 2.3471 6.3749 23.5503
N -1.3028 4.5102 27.7776
N 0.4291 5.7038 28.7558
C 3.2626 4.7735 30.5612
C 0.4265 0.4258 26.3112
C -5.3377 -0.8364 17.3935
C 6.0433 0.9750 29.3113
C 4.8490 1.6165 29.5047
C -3.2044 -0.9733 21.2105
C 1.3886 -1.5746 30.0709
C 0.3691 -3.5454 23.7402
C 4.2084 2.3097 28.5652
C 3.2344 5.2544 21.8076
C -0.4944 -0.1268 30.6293
C 3.9468 5.2881 31.6149
C 6.1495 1.8874 27.1808
C -4.1056 1.3765 23.2716
C -1.7070 1.9569 21.3549
C -3.2381 -3.2486 25.4871
C 3.8123 7.5776 21.9791
C 2.9229 3.5595 32.9150
C -4.9286 0.5094 24.1873
C 0.0716 -2.1277 23.3059
C -0.7868 1.3348 26.5882
C 4.0246 5.0740 20.6438
C 2.5929 0.1276 25.4661
C -2.7970 -2.1224 21.8022
C -4.4788 -2.1451 19.2199
C -0.1849 5.2595 27.6193
C -2.0304 3.3931 21.6886
C 2.6689 -1.1624 25.9071
C 3.1105 6.5463 22.3810
C -5.1012 -2.0838 17.9975
C -3.9406 -0.9916 19.8967
C 1.5924 -1.6903 26.5576
C 4.8883 2.4449 27.3851
C 0.5322 -0.8717 26.7984
C -4.1538 0.2351 19.2201
C 6.7517 1.1109 28.1123
C 2.4331 3.6406 30.5613
C 4.7996 6.1488 20.2382
C 2.0530 -0.4763 29.5156
C 2.3169 3.0770 31.7830
C 1.4729 0.9425 25.5340
C 4.7071 7.3908 20.9125
C 0.1830 0.9069 29.9997
C -2.4248 -1.9688 25.2952
C 1.4935 0.8343 29.5003
C 0.0701 -1.4210 30.5791
C -4.8753 0.2766 18.0565
C 3.7207 4.6971 32.8390
B 1.9350 4.9902 23.5833
H 5.4999 6.1195 19.4075
H -1.4744 4.0393 21.0322
H -4.3918 -3.1370 19.6692
H 3.5811 -1.7444 25.6053
H 1.3342 -3.8839 23.2587
H -0.3746 -4.2381 23.3383
H 1.5399 -2.7078 26.9239
H -3.6705 2.1760 23.8917
H -4.2128 -3.2857 24.8893
H -4.8440 -0.5318 23.9936
H -0.2684 -1.2910 27.3786
H -3.5274 -3.3800 26.4837
H -0.5171 1.8778 27.4786
H -1.6359 0.6886 26.8679
H -2.5946 -4.0922 25.1590
H -4.5697 0.6958 25.1976
H -6.0012 0.7515 24.2060
H 1.3416 6.1376 28.6883
H -5.7500 -0.8209 16.4017
H -1.8030 3.6402 22.7353
H 0.7300 -1.4539 23.7877
H -3.8017 1.1773 19.5757
H -4.7795 1.7678 22.4437
H -3.0285 -1.1132 25.5893
H -0.6311 1.7795 21.3764
H 1.4133 1.8792 25.0620
H -1.5839 4.0904 26.9231
H -1.9639 1.7163 20.3663
H 3.4733 0.4466 24.9071
H -0.0001 5.7471 29.6434
H -3.0132 -3.1607 21.5118
H 5.3325 8.2582 20.6399
H 0.4209 -3.6018 24.8344
H 4.2160 4.1069 20.1819
H -5.5516 -2.9503 17.5362
H 3.7509 8.5540 22.4651
H -1.4936 -1.9825 25.9545
H -1.7626 4.3395 28.6577
H -3.1069 3.4745 21.4591
H -5.1640 1.2388 17.6230
H 0.2423 -2.0867 22.2172
*
```

- energy (eV) = -312705.528
- <S²> = 8.7586
- gap between HOMO and LUMO (alpha / beta) (eV) = 7.415 / 7.297

Here are the Mulliken charges for atoms 1 to 5, given in e: atom 1 (Ge): -0.212, atom 2 (Ge): 1.239, atom 3 (Ge): -0.194, atom 4 (Mn): 0.210, atom 5 (S): -0.543

This record from OMol25 describes C20H33F3I3N3O11P2 as an isolated structure. The level of theory is ωB97M-V/def2-TZVPD.

Structure (ORCA input):
```
! RIJCOSX wB97M-V def2-TZVPD def2/J DEFGRID3
* xyz 0 1
I -5.5778 -0.1259 0.1345
I -2.3535 -0.9244 -5.5598
I -0.1474 2.7675 -2.0195
P 0.5548 -1.7764 -0.7185
P 3.7591 1.1424 1.3395
F -4.2558 -2.3592 -2.6240
F -5.1056 2.8594 -1.3783
F -4.7717 0.4733 -3.1480
O -3.3404 2.0977 -4.1306
O 3.7965 -0.4207 2.1222
O 3.9689 2.3511 2.3842
O 5.0735 1.2620 0.2037
O 1.6505 -2.5440 -1.6255
O -1.2241 0.4166 1.4645
O -3.1701 3.9608 -0.5394
O -2.7883 -0.5540 -1.2333
O -0.8462 -2.7854 -0.7961
O 1.1737 -2.0265 0.9363
O -4.7165 -1.6991 3.1041
N -2.8279 1.7602 -1.7996
N 0.4255 -0.0711 -0.9264
N -3.1462 -1.7984 0.9399
C -5.6118 -3.1584 -0.5423
C 6.3786 1.0428 0.9006
C -3.9642 -1.4257 2.0139
C -0.5383 0.1057 -3.2447
C 0.1232 -2.3064 -4.4138
C -1.4764 0.7319 2.8785
C 4.2768 -0.3228 3.5151
C -0.6170 0.5722 -1.7075
C 2.0156 1.4925 0.5445
C -2.0266 1.2243 0.5473
C -1.0565 -1.3054 -3.7732
C -3.6095 2.8273 -1.1546
C -3.6179 1.3802 -3.0016
C -2.1485 0.7008 -1.0162
C -3.7087 -1.1491 -0.3427
C -0.7554 2.1012 3.4238
C -4.2278 -2.5323 -1.1559
C 7.6170 1.9188 0.2190
C 3.0389 0.0803 4.5314
C 1.7777 0.5260 -0.8042
H 7.4292 2.0869 -0.9323
H -1.0297 0.9459 -3.9393
H 2.0229 0.1751 3.9477
H 5.1704 0.4236 3.6708
H 2.0265 2.6274 0.2143
H -5.5964 -4.3187 -0.8271
H 4.6601 -1.3908 3.8249
H 8.6813 1.4235 0.4328
H 0.6212 0.1744 -3.5408
H -1.3119 3.0773 3.0473
H -6.5976 -2.7462 -1.0754
H 6.6717 -0.1067 0.8734
H 2.2560 0.9859 -1.7805
H -0.1081 -2.6082 -5.5207
H -3.0848 1.3221 1.0923
H -3.3847 -3.3515 -0.9435
H 0.3765 2.2093 3.1358
H 2.9978 -0.7277 5.3987
H -1.5557 2.3188 0.6398
H 2.0866 -2.4661 0.8792
H -0.8475 -3.3592 -1.6391
H -2.6218 0.7805 3.1610
H -0.8162 2.0817 4.6154
H 2.5279 -0.3748 -0.5524
H -1.7132 -1.9795 -3.0971
H 0.1348 -3.2672 -3.7078
H 1.2458 1.2421 1.3883
H -1.0274 -0.1669 3.5109
H 7.6329 2.9706 0.7512
H 1.1941 -1.8110 -4.2822
H -5.6883 -3.1405 0.6338
H 6.3579 1.3454 2.0323
H 3.2891 1.1145 5.0413
*
```

- energy (eV) = -99286.131
- gap between HOMO and LUMO (eV) = 7.538

Here are the Mulliken charges for atoms 1 to 5, given in e: atom 1 (I): 0.159, atom 2 (I): 0.063, atom 3 (I): 0.181, atom 4 (P): 0.531, atom 5 (P): 0.832

This record from OMol25 describes C25H15LuN8O5 as an isolated structure. The level of theory is ωB97M-V/def2-TZVPD.

Structure (ORCA input):
```
! RIJCOSX wB97M-V def2-TZVPD def2/J DEFGRID3
* xyz 2 1
Lu -0.9382 2.2272 -1.0671
O -0.8492 4.0919 -0.0302
O -0.1554 2.4065 5.6935
O 0.5164 4.3379 6.8304
O -2.2356 2.9367 -2.6506
O 0.8752 4.8970 1.2114
N 4.1664 1.9301 -1.1784
N 1.4222 2.0875 -1.4095
N 2.1091 -6.7226 -1.1836
N -1.0935 2.9746 -3.1754
N -0.8519 1.8920 1.5605
N -0.1818 -0.0246 -1.0577
N -2.7524 0.6559 -0.7768
N -4.8156 -1.1205 -1.2280
C 0.7214 -2.6582 -1.1069
C 1.1305 -0.2879 -1.1268
C 2.9373 -5.7049 -0.9564
C 3.5659 3.0715 -1.4803
C -0.9525 1.0619 3.8068
C -0.3839 2.2596 4.1719
C -0.0208 3.2803 3.3353
C 1.6080 -1.5829 -1.1810
C 0.1988 3.4315 6.2507
C -0.3168 3.0368 1.9968
C 2.5399 -4.3773 -0.9246
C 0.8302 -6.4171 -1.3951
C -0.0322 4.1388 0.9807
C -5.0521 0.1704 -1.0310
C -0.6394 -2.3564 -1.0098
C 0.3321 -5.1237 -1.3812
C -1.0560 -1.0408 -1.0212
C 1.2018 -4.0663 -1.1386
C -4.0171 1.0639 -0.7926
C -3.5482 -1.5215 -1.2052
C 2.0228 0.9088 -1.1858
C -1.1483 0.9331 2.4380
C -2.4965 -0.6415 -0.9932
C 3.3941 0.8530 -1.0250
C 2.1780 3.1673 -1.5628
H 0.4586 4.2136 3.6095
H -3.3739 -2.5742 -1.3877
H 3.2867 -3.6248 -0.7143
H -0.7177 -4.9777 -1.5930
H -1.2158 0.2875 4.5115
H 1.6797 4.1109 -1.7470
H 3.9767 -5.9613 -0.7880
H -1.3677 -3.1481 -0.9291
H 0.1652 -7.2502 -1.5906
H -6.0808 0.5046 -1.0663
H -1.5662 0.0180 2.0364
H 2.6653 -1.7545 -1.3077
H -4.2083 2.1169 -0.6290
H 4.1894 3.9415 -1.6419
H 3.8962 -0.0699 -0.7639
*
```

- energy (eV) = -81932.329
- gap between HOMO and LUMO (alpha / beta) (eV) = 6.338 / 6.316

Here are the natural (NBO) charges for atoms 1 to 5, given in e: atom 1 (Lu): 1.981, atom 2 (O): -0.811, atom 3 (O): -0.410, atom 4 (O): -0.244, atom 5 (O): -0.449

This record from OMol25 describes a 2-piece molecular cluster, C5H10N2 overall. The level of theory is ωB97M-V/def2-TZVPD.

Structure (ORCA input):
```
! RIJCOSX wB97M-V def2-TZVPD def2/J DEFGRID3
* xyz 2 1
N -1.4412 -0.2151 -0.0736
N 1.4384 -0.0667 -0.4477
C 1.9236 -0.9553 0.4620
C -1.5665 -1.5599 -0.4142
C -0.9653 0.8024 0.1915
C 1.2044 0.6034 -1.3804
C -0.5856 2.0553 0.6650
H 1.1943 -1.1750 1.1792
H -0.2666 2.0571 1.7659
H -1.6527 -1.5347 -1.5212
H 2.7481 -0.5128 0.9573
H -0.7464 -2.1567 0.1751
H -2.6300 -1.9169 -0.1190
H 0.2322 2.5415 0.1282
H 1.9442 -1.8110 -0.2173
H 0.7613 1.2848 -1.9786
H -1.5922 2.5597 0.6279
*
```

- energy (eV) = -8305.337
- gap between HOMO and LUMO (eV) = 11.555

Here are the natural (NBO) charges for atoms 1 to 5, given in e: atom 1 (N): -0.192, atom 2 (N): -0.154, atom 3 (C): -0.458, atom 4 (C): -0.496, atom 5 (C): 0.612

This record from OMol25 describes a 6-piece molecular cluster, C44H58BClF5O3SSi overall. The level of theory is ωB97M-V/def2-TZVPD.

Structure (ORCA input):
```
! RIJCOSX wB97M-V def2-TZVPD def2/J DEFGRID3
* xyz -1 1
Cl -5.9858 1.8044 2.8298
S -5.4366 1.6069 0.8522
Si 1.5835 1.7232 -1.2156
F 6.0836 0.0970 -4.8151
F 4.7932 -1.5671 0.1428
F -5.4939 -6.4674 4.1886
F -4.1595 8.3340 1.8056
F -0.2298 -4.8645 1.3574
O -6.1253 2.6047 0.1030
O -0.2646 6.3395 0.1397
O -5.7835 0.2741 0.4950
C 5.3227 -2.4524 -0.7121
C 6.3679 -2.9187 -2.8046
C 0.5089 -6.4997 2.8741
C -6.2199 8.3357 -1.1596
C -2.8732 1.0814 1.7812
C 7.3362 0.5293 -5.0408
C -6.1795 -8.3442 2.9488
C 2.5769 3.2288 -1.8495
C -5.1648 6.5333 0.6732
C -5.9540 6.0778 -0.3728
C 8.2298 0.5815 -3.9900
C 0.2183 1.4474 -2.5429
C -3.6771 1.8397 0.7359
C 0.7512 -0.8114 1.1120
C 0.6675 4.4753 1.4487
C 9.9014 1.4148 -5.5049
C 0.2740 -1.5977 2.3384
C -4.9225 7.8874 0.7876
C -0.5209 -5.8240 2.2498
C -0.7825 1.9042 0.5890
C 1.3992 0.5444 1.4979
C -1.1273 -7.7905 4.0780
C -7.1606 -6.6359 0.9894
C 6.4142 -4.2666 -2.4733
C 5.9087 -4.6990 -1.2544
C -1.4991 1.7622 1.9562
C -6.4793 6.9784 -1.2903
C -6.5640 -6.1093 2.1249
C -2.1472 -7.1007 3.4360
C 8.9863 1.3590 -6.5475
C -1.8452 -6.1068 2.5180
C 9.5222 1.0238 -4.2282
C 7.6942 0.9093 -6.3192
C -1.6300 6.1258 0.4116
C -6.0808 -6.9739 3.0866
C 5.8145 -2.0040 -1.9217
C 5.3616 -3.7881 -0.3623
C 2.7653 0.2301 -1.4650
C -5.4389 8.7992 -0.1107
C -6.7861 -8.8623 1.8142
C -7.2746 -8.0104 0.8336
C 1.5095 3.2000 1.4325
C 0.4885 5.1268 0.0936
C 0.1982 -7.4873 3.7977
B 0.8552 1.8706 0.6639
H 1.4744 5.4208 -0.2604
H -0.0211 -0.7125 0.3517
H -6.6254 9.0374 -1.8766
H -3.1803 -7.3368 3.6499
H -2.7445 0.0543 1.4610
H -5.7848 -8.9912 3.7213
H 4.9675 -4.1027 0.5949
H 10.9092 1.7633 -5.6882
H 9.2790 1.6669 -7.5424
H 5.9399 -5.7495 -0.9970
H 1.1638 5.2193 2.0780
H -1.9567 5.1190 0.1456
H -3.4292 1.4908 -0.2609
H -0.2435 0.4752 -2.3837
H 1.6205 2.9090 2.4833
H 10.2338 1.0626 -3.4146
H -0.6970 -1.2848 2.7169
H -6.8761 -9.9337 1.6956
H 0.0827 4.4515 -0.6634
H 3.1236 2.9018 -2.7403
H -7.5361 -5.9699 0.2245
H 5.7584 -0.9513 -2.1648
H -0.5076 2.2547 -2.5736
H 6.7633 -2.5779 -3.7527
H -7.7432 -8.4182 -0.0522
H 6.9676 0.8524 -7.1187
H 1.5384 -1.4211 0.6691
H -6.1566 5.0196 -0.4699
H -6.4716 -5.0407 2.2678
H 1.1718 0.7127 2.5570
H 0.9944 -8.0202 4.3004
H -1.8221 6.2391 1.4843
H -1.1699 2.8188 0.1321
H 0.3136 -2.6703 2.1624
H 0.7247 1.4026 -3.5092
H -1.1852 1.0994 -0.0320
H -3.4705 2.9049 0.7554
H 2.5241 3.4269 1.1019
H -2.2399 6.8697 -0.0913
H 3.3374 3.5826 -1.1591
H -1.7168 2.7277 2.4123
H 3.4898 0.1518 -0.6666
H -0.3134 4.3220 1.8974
H -0.9444 1.1232 2.6367
H -5.2299 9.8535 0.0138
H 2.1821 -0.6768 -1.5968
H 0.9854 -1.4192 3.1420
H -2.6246 -5.5523 2.0122
H 7.9141 0.2806 -2.9996
H -3.4052 1.1378 2.7296
H 2.4856 0.4707 1.4525
H -4.7392 5.8483 1.3952
H 6.8428 -4.9805 -3.1647
H 3.2924 0.4199 -2.4027
H -1.3663 -8.5631 4.7970
H 1.9505 4.0457 -2.1944
H 1.5347 -6.2522 2.6360
H -7.0909 6.6199 -2.1076
*
```

- energy (eV) = -98211.506
- gap between HOMO and LUMO (eV) = 6.069

Here are the Mulliken charges for atoms 1 to 5, given in e: atom 1 (Cl): -0.279, atom 2 (S): 1.068, atom 3 (Si): 1.620, atom 4 (F): -0.282, atom 5 (F): -0.219

This record from OMol25 describes one molecule with the formula CH2ClNOP2. The level of theory is ωB97M-V/def2-TZVPD.

Structure (ORCA input):
```
! RIJCOSX wB97M-V def2-TZVPD def2/J DEFGRID3
* xyz 0 1
Cl -1.3266 0.5080 -1.9803
P 0.4265 0.2572 0.5430
P 2.1921 -0.5070 1.0753
O -1.4752 -1.6131 -0.4032
N 0.0400 1.7367 0.8772
C -0.9133 -0.6347 -0.6453
H -0.8597 1.8151 0.4022
H 1.9161 -1.5623 0.1312
*
```

- energy (eV) = -35704.828
- gap between HOMO and LUMO (alpha / beta) (eV) = 7.928 / 7.928
- structure (SMILES) = [H]/N=P(=P\[H])\C(=O)Cl

Here are the natural (NBO) charges for atoms 1 to 5, given in e: atom 1 (Cl): -0.063, atom 2 (P): 1.055, atom 3 (P): -0.128, atom 4 (O): -0.445, atom 5 (N): -1.112

> Look up the energy of the seventh one.

-8305.337 eV

> Which of these has the lowest energy?

C48H41BF15Ge3MnN2O3S

> energy of number 6 (C25H15LuN8O5)?

-81932.329 eV